[1]
This record from the OMol25 dataset describes a molecular structure, C22H22Cl6N5O4V at a distorted geometry. The level of theory is ωB97M-V/def2-TZVPD.

```
60
Properties=species:S:1:pos:R:3:forces:R:3:nbo_charge:R:1
O -13.694 -20.254 -14.442 -0.8 0.2 3.8 -0.3382
V -13.630 -20.367 -12.863 2.5 -1.9 -5.2 1.6678
N -11.201 -22.798 -12.947 1.2 -0.4 0.5 0.7443
O -12.076 -21.854 -13.087 -1.7 1.0 0.3 -0.6517
O -11.396 -23.881 -13.484 0.0 1.9 -0.2 -0.4084
O -10.186 -22.529 -12.288 -1.1 -0.2 -0.5 -0.4510
N -15.184 -21.903 -12.468 0.5 1.2 0.4 -0.5663
C -14.840 -23.167 -12.146 -0.3 0.4 0.2 0.0686
C -15.773 -24.181 -12.098 0.3 -0.3 -0.1 -0.2275
C -17.105 -23.924 -12.372 0.2 0.4 -0.2 -0.0995
C -17.467 -22.606 -12.652 0.2 -0.8 0.7 -0.2264
C -16.486 -21.631 -12.660 -1.1 -0.4 -0.6 0.0443
H -13.821 -23.368 -11.846 0.1 0.1 -0.4 0.2406
H -15.379 -25.159 -11.861 -0.3 -0.1 0.1 0.2548
H -17.846 -24.711 -12.380 0.0 0.0 0.1 0.2483
H -18.516 -22.373 -12.753 0.1 0.3 -0.3 0.2517
H -16.896 -20.660 -12.914 0.9 0.4 0.1 0.2263
N -15.795 -21.805 -16.531 -0.5 -0.5 0.5 -0.4310
C -15.200 -21.383 -17.637 -0.3 -0.4 0.9 0.0278
C -13.880 -21.701 -17.878 1.0 0.2 -1.6 -0.2488
C -13.150 -22.502 -17.030 -0.8 -0.7 1.3 -0.1753
C -13.811 -22.982 -15.892 -0.5 -0.2 0.5 -0.2467
C -15.137 -22.630 -15.693 -0.3 1.2 -1.3 -0.0027
H -15.872 -20.851 -18.300 0.5 0.3 -0.2 0.2096
H -13.403 -21.401 -18.808 -0.2 0.2 0.1 0.2238
H -12.153 -22.867 -17.229 0.1 0.3 -0.2 0.2308
H -13.389 -23.631 -15.134 0.5 -0.1 -0.3 0.2349
H -15.797 -22.953 -14.902 0.5 -0.4 0.4 0.1805
N -11.850 -18.988 -12.969 0.2 -0.7 0.9 -0.5516
C -11.596 -18.185 -14.011 -1.0 0.9 0.0 0.0705
C -10.364 -17.626 -14.277 0.4 -0.8 0.2 -0.2458
C -9.288 -18.007 -13.480 -0.2 -0.1 -0.2 -0.0929
C -9.508 -18.863 -12.401 -0.2 0.9 -0.4 -0.2258
C -10.799 -19.293 -12.173 0.2 -0.6 0.1 0.0667
H -12.475 -17.896 -14.575 0.2 -0.2 -0.3 0.2157
H -10.206 -17.012 -15.150 -0.2 0.1 0.0 0.2492
H -8.298 -17.674 -13.763 0.1 0.0 0.3 0.2460
H -8.688 -19.149 -11.763 -0.1 -0.2 0.1 0.2605
H -10.928 -20.029 -11.388 -0.3 0.1 0.1 0.2224
N -6.206 -20.610 -13.307 -0.3 0.1 0.5 -0.4208
C -5.667 -20.109 -14.424 -0.4 -1.2 0.3 0.0236
C -6.286 -20.268 -15.666 0.6 0.3 0.5 -0.2514
C -7.578 -20.776 -15.697 0.3 0.6 -0.7 -0.1867
C -8.191 -21.104 -14.516 -0.5 -0.1 0.9 -0.2581
C -7.444 -21.110 -13.343 0.2 1.1 -0.6 0.0244
H -4.685 -19.697 -14.233 0.1 0.2 -0.6 0.2085
H -5.755 -19.966 -16.559 -0.2 0.0 -0.1 0.2272
H -8.087 -20.813 -16.652 -0.2 -0.1 0.1 0.2200
H -9.263 -21.227 -14.400 0.1 -0.5 -0.4 0.2088
H -7.923 -21.336 -12.399 0.2 -0.4 0.0 0.2037
C -9.039 -23.690 -9.789 0.7 -0.6 -0.1 -0.2756
Cl -8.470 -22.050 -9.549 -0.1 0.4 0.2 0.0133
Cl -9.137 -24.585 -8.261 -0.1 0.4 -0.2 0.0255
Cl -7.895 -24.536 -10.871 -0.3 0.2 0.1 0.0121
H -10.004 -23.644 -10.273 0.0 -0.2 0.1 0.2275
C -11.153 -26.278 -12.245 0.0 -0.3 0.2 -0.2809
Cl -10.823 -27.688 -13.242 0.0 0.1 0.1 0.0409
Cl -10.760 -26.543 -10.550 0.0 -0.1 -0.1 0.0274
Cl -12.877 -25.821 -12.361 -0.1 -0.6 0.1 -0.0435
H -10.582 -25.438 -12.624 0.0 -0.3 0.2 0.2585
```
Positions in Å, forces in eV/Å.

Computed properties:
<S²>: 0.81
E_HOMO (alpha / beta) (eV): -11.532 / -11.532
Maximum force (eV/A): 6.10
2S+1: 2
LUMO level (alpha / beta) (Eh): -0.218 / -0.202
Total charge: +1
Orbital gap (alpha / beta) (eV): 5.594 / 6.034

[2]
This record from the OMol25 dataset describes a molecular structure, C31H28As2CrF12N5O11 at a distorted geometry. The level of theory is ωB97M-V/def2-TZVPD.

```
90
Properties=species:S:1:pos:R:3:forces:R:3:lowdin_charge:R:1
Cr -0.781 1.449 -3.132 3.5 -5.5 2.5 1.3008
As -2.860 -1.577 -4.187 -0.5 -0.6 -1.0 0.7504
F -4.264 -0.686 -4.654 0.3 0.3 -0.1 -0.2330
F -2.128 -1.223 -5.692 -0.1 0.0 -0.1 -0.2071
F -1.432 -2.337 -3.647 0.1 0.0 0.5 -0.1990
F -3.544 -1.558 -2.599 0.4 -0.3 0.2 -0.2328
F -3.530 -3.046 -4.710 -0.2 -0.2 0.2 -0.2001
F -2.042 0.025 -3.669 0.5 2.3 0.4 -0.3524
As 1.725 0.133 -5.749 1.2 -0.7 -1.2 0.7456
F 2.295 1.745 -5.975 -0.2 0.2 0.2 -0.2265
F 2.851 -0.059 -4.454 -0.1 0.1 0.0 -0.2107
F 1.113 -1.421 -5.396 -0.3 0.1 0.2 -0.2035
F 0.502 0.384 -6.922 -0.3 0.2 0.2 -0.2154
F 2.806 -0.458 -6.940 0.1 0.0 0.2 -0.2194
F 0.567 0.823 -4.486 -1.7 1.0 0.8 -0.3384
C 0.587 -0.857 -1.201 -0.1 -1.7 -0.8 -0.1501
O -0.033 0.129 -1.918 -2.2 4.0 -2.0 -0.2906
H 1.041 -0.485 -0.284 -0.1 -0.1 0.1 0.0796
H -0.174 -1.649 -1.077 0.1 0.3 0.7 0.0812
H 1.297 -1.442 -1.812 0.3 0.6 0.0 0.1146
C -3.766 -3.276 2.126 -0.8 -0.7 0.1 -0.0771
C -3.023 -4.320 2.658 0.6 0.6 -0.2 -0.0698
C -1.944 -4.837 1.948 0.1 -0.4 1.1 -0.0094
C -1.656 -4.344 0.700 -0.9 0.4 -0.3 -0.1451
C -2.515 -3.434 0.105 0.6 0.7 -0.4 0.0045
C -3.591 -2.911 0.798 0.5 0.4 0.4 -0.0590
N -0.425 -4.693 -0.012 0.1 -0.3 0.5 -0.3512
O -0.310 -4.329 -1.155 0.1 0.1 -0.4 0.0938
O 0.413 -5.311 0.617 0.1 -0.1 0.0 0.0775
H -4.531 -2.852 2.766 -0.1 0.2 -0.3 0.1037
H -3.176 -4.606 3.689 -0.1 -0.2 0.0 0.1049
H -1.320 -5.555 2.464 0.2 -0.1 -0.4 0.1192
H -2.233 -2.957 -0.825 -0.2 -0.4 -0.3 0.1016
H -4.133 -2.095 0.338 -0.2 -0.2 0.0 0.0994
C -2.073 5.684 2.081 0.2 0.4 0.3 -0.0481
C -2.422 5.675 0.738 0.5 -0.1 0.1 -0.0448
C -1.675 4.894 -0.122 -0.1 -0.4 -0.9 0.0094
C -0.648 4.086 0.347 -1.4 0.6 1.0 -0.1433
C -0.306 4.106 1.697 1.2 0.2 -0.3 0.0131
C -0.992 4.938 2.552 -0.7 0.2 -0.1 -0.0509
N 0.046 3.214 -0.549 0.9 0.3 -0.8 -0.2722
O -0.517 2.896 -1.610 -1.5 0.0 -1.1 -0.0642
O 1.164 2.909 -0.322 0.8 -0.6 0.7 0.1966
H -2.541 6.376 2.772 -0.2 -0.2 -0.1 0.1142
H -3.200 6.304 0.332 0.0 0.0 0.1 0.1163
H -1.859 4.940 -1.188 -0.1 -0.1 0.1 0.1248
H 0.630 3.653 2.002 -0.3 -0.4 0.1 0.1313
H -0.705 5.059 3.586 0.1 -0.2 0.0 0.1148
C 1.347 -3.103 4.276 0.8 -0.6 0.4 -0.0662
C 0.951 -1.897 3.731 0.0 -0.5 -1.1 -0.0600
C 1.878 -1.198 2.959 0.7 1.2 0.4 -0.0101
C 3.190 -1.619 2.881 -0.5 -1.3 -0.3 -0.1525
C 3.571 -2.861 3.373 0.6 0.4 0.5 -0.0018
C 2.671 -3.551 4.156 -0.4 0.0 -0.3 -0.0613
N 4.144 -0.845 2.087 0.4 0.1 0.0 -0.3496
O 5.119 -1.427 1.649 -0.2 0.1 0.0 0.0787
O 3.924 0.344 1.942 -0.1 -0.1 -0.1 0.0679
H 0.682 -3.784 4.794 -0.3 0.4 0.1 0.1057
H -0.095 -1.630 3.701 0.0 0.3 0.2 0.0889
H 1.745 -0.237 2.471 -0.8 -0.1 0.1 0.1038
H 4.575 -3.231 3.218 0.0 0.1 0.0 0.1209
H 2.987 -4.477 4.618 -0.1 -0.1 -0.1 0.1085
C 6.463 0.443 -2.431 -0.2 -0.4 -0.8 -0.0580
C 5.239 0.073 -1.883 0.3 -0.1 -0.2 -0.0519
C 4.147 0.908 -2.008 0.0 -0.1 0.5 -0.0095
C 4.295 2.099 -2.696 -0.3 -1.0 -1.0 -0.1477
C 5.461 2.411 -3.374 0.0 0.4 0.5 0.0035
C 6.562 1.585 -3.209 0.0 0.8 0.5 -0.0625
N 3.090 2.856 -3.024 0.4 1.0 0.6 -0.3260
O 3.237 4.027 -3.306 0.1 0.3 -0.3 0.0898
O 2.008 2.325 -2.937 -0.5 -0.5 0.1 0.0043
H 7.292 -0.254 -2.419 0.1 0.1 0.3 0.1091
H 5.129 -0.917 -1.462 0.0 0.1 0.3 0.1099
H 3.205 0.624 -1.562 -0.1 0.1 -0.2 0.1094
H 5.503 3.318 -3.959 0.0 0.0 -0.1 0.1211
H 7.503 1.960 -3.590 0.1 -0.5 -0.3 0.1080
C -5.250 1.133 4.092 -0.5 -0.9 0.4 -0.0627
C -5.446 0.659 2.793 0.3 1.4 0.5 -0.0515
C -4.341 0.580 1.974 0.3 -1.0 -1.0 -0.0139
C -3.066 0.686 2.502 -0.8 -0.5 0.8 -0.1515
C -2.891 0.902 3.859 1.1 1.1 -0.6 -0.0082
C -3.981 1.223 4.646 0.1 0.2 -0.4 -0.0621
N -1.927 0.390 1.634 0.3 -0.2 0.6 -0.3302
O -0.866 0.089 2.157 -0.1 0.3 0.1 0.0643
O -2.108 0.422 0.445 -0.1 0.2 -0.9 0.0893
H -6.137 1.294 4.694 0.1 0.2 0.1 0.1095
H -6.456 0.579 2.421 0.0 -0.2 -0.2 0.1127
H -4.404 0.288 0.931 -0.2 0.2 0.0 0.1166
H -1.876 1.076 4.205 -0.1 -0.4 0.2 0.1219
H -3.765 1.633 5.622 -0.4 -0.2 0.2 0.1106
```
Positions in Å, forces in eV/Å.

Computed properties:
<S²>: 3.80
E_HOMO (alpha / beta) (eV): -9.630 / -9.629
Maximum force (eV/A): 6.93
2S+1: 4
LUMO level (alpha / beta) (Eh): -0.119 / -0.101
Orbital gap (alpha / beta) (eV): 6.379 / 6.882

[3]
This record from the OMol25 dataset describes a molecular structure, C19H21N3O4 at a distorted geometry. The level of theory is ωB97M-V/def2-TZVPD.

```
47
Properties=species:S:1:pos:R:3:forces:R:3:nbo_charge:R:1
C 0.548 4.700 0.058 6.2 0.2 -4.6 -0.6451
H 0.845 5.758 0.018 -0.8 -0.1 0.0 0.2253
C 1.614 4.051 0.869 -4.9 -3.6 -4.5 0.0370
H 2.544 4.059 0.532 4.0 0.0 -1.3 0.2170
H 1.377 4.125 1.776 -0.6 1.6 7.7 0.1714
O 1.096 2.478 0.987 1.1 1.6 0.4 -0.4905
C 1.556 1.675 0.128 5.8 8.5 -8.1 0.8051
O 2.362 2.234 -1.025 -3.7 -2.9 6.5 -0.7606
C 1.033 0.448 -0.016 4.7 -6.0 1.8 -0.3185
C -0.262 0.341 0.011 -4.3 10.4 -2.0 -0.0947
C -1.061 -0.604 0.170 -0.3 -10.1 0.5 0.0205
C -0.383 -1.875 0.272 4.9 -4.4 2.0 -0.1624
C 1.118 -2.124 0.329 -6.3 11.9 -1.6 -0.2494
C 1.853 -0.670 0.320 -2.7 -4.6 -1.9 0.3132
N 3.195 -0.761 0.318 -5.4 -3.9 7.9 -0.4654
C 4.018 -0.200 -0.427 9.7 3.1 -6.8 -0.2372
H 3.609 0.430 -1.080 -2.0 2.9 -2.4 0.2642
C 4.565 -1.318 -1.413 1.8 3.7 -4.9 -0.0638
O 5.379 -2.180 -0.854 -0.1 -4.1 5.2 -0.5342
C 4.394 -2.833 0.281 1.3 -3.2 -6.5 -0.1565
C 3.835 -1.828 1.047 -1.2 3.7 7.9 -0.2730
H 3.105 -2.176 2.036 2.0 0.5 -3.1 0.2487
H 4.731 -1.262 1.715 -2.0 -1.5 -1.8 0.2246
H 4.962 -3.571 0.867 -0.3 0.1 -0.7 0.2312
H 3.590 -3.218 -0.592 1.8 0.1 2.9 0.2006
H 5.411 -0.832 -2.209 -2.8 -0.5 1.5 0.1824
H 3.765 -1.877 -2.055 0.6 1.3 1.1 0.1543
H 4.977 0.449 -0.066 -1.9 -1.7 0.1 0.1705
H 1.532 -2.911 0.717 2.1 -4.6 1.7 0.1837
H -0.763 -2.953 0.560 -0.7 2.4 -0.9 0.2110
N -2.386 -0.772 0.036 -4.1 -6.2 0.7 -0.5417
C -3.330 0.087 -0.274 0.5 3.1 1.9 0.6613
O -2.984 1.314 -0.341 -2.2 -2.6 -0.8 -0.6433
C -4.739 -0.484 -0.161 1.1 5.0 -4.9 -0.1967
C -5.671 0.229 -0.953 7.3 2.6 -0.5 -0.1083
C -6.916 0.084 -0.913 -9.0 -6.8 1.6 -0.2869
C -7.283 -1.163 -0.287 0.3 -1.2 7.7 0.0300
N -6.454 -1.753 0.957 -2.0 2.6 -7.5 -0.3633
C -5.213 -1.330 0.701 -1.4 -3.5 4.8 -0.0089
H -4.669 -1.754 1.490 2.1 -0.2 0.9 0.1939
H -8.244 -1.621 0.082 0.3 1.1 -1.9 0.2246
H -7.834 0.433 -1.336 0.5 1.4 -1.0 0.2477
H -5.398 1.067 -1.551 1.3 0.6 -0.2 0.2348
H -2.815 -1.958 0.228 2.1 5.0 -0.9 0.4160
H -0.951 1.366 -0.201 2.4 -2.4 0.6 0.2665
H -0.375 4.446 0.258 -4.7 -0.7 1.8 0.2199
H 0.717 4.253 -1.009 -0.3 1.1 1.5 0.2449
```
Positions in Å, forces in eV/Å.

Computed properties:
E_HOMO (eV): -7.456
Maximum force (eV/A): 13.53
2S+1: 1
LUMO level (Eh): -0.022
Orbital gap (eV): 6.850

[4]
This record from the OMol25 dataset describes a molecular structure, C26H31O23Pd at a distorted geometry. The level of theory is ωB97M-V/def2-TZVPD.

```
81
Properties=species:S:1:pos:R:3:forces:R:3:lowdin_charge:R:1
Pd -0.371 -2.283 -1.989 -1.0 1.9 -0.2 0.7471
C 0.221 0.318 0.764 -0.1 1.4 1.0 -0.0900
C -1.045 0.227 -0.011 0.2 -2.3 -1.1 -0.4892
O -0.784 -0.335 -1.243 -0.4 0.2 -1.3 -0.4074
H -0.114 0.519 1.782 0.5 -0.1 0.5 0.0574
H 0.815 1.184 0.471 0.3 -0.2 -0.2 0.0660
H 0.785 -0.612 0.699 -0.1 0.1 0.0 0.0629
H -1.653 1.129 -0.076 0.3 0.8 -0.1 0.0655
H -1.680 -0.437 0.576 -0.7 -0.5 0.4 0.0825
C 1.220 -5.398 0.409 -1.1 3.3 -2.0 0.0891
C 0.641 -4.460 -0.599 0.3 -4.4 0.4 -0.2896
C 0.144 -5.099 -1.996 1.1 -0.3 1.2 -0.2847
O -0.269 -4.286 -2.828 -0.1 -0.1 -0.1 -0.0754
C 0.307 -6.533 -2.186 -1.8 4.6 -1.4 0.0567
C 0.915 -7.272 -1.255 2.8 -6.1 0.9 -0.3482
C 1.430 -6.706 0.081 1.4 -3.1 1.7 -0.3398
O 2.054 -7.405 0.941 -1.1 0.5 -2.0 0.0547
O 1.181 -8.509 -1.554 -0.6 3.1 1.5 0.0083
O 0.478 -3.299 -0.345 0.1 1.6 0.7 -0.0495
H 1.621 -5.001 1.329 -0.2 -0.1 0.1 0.1034
H -0.002 -6.959 -3.130 0.0 -0.1 0.1 0.1321
C -0.249 -2.503 3.411 0.8 0.3 -1.6 -0.1332
C -1.506 -2.158 4.144 0.7 0.9 0.8 -0.0932
O -1.114 -0.991 4.919 1.7 0.3 0.4 0.0201
C 0.154 -0.539 4.543 -0.4 2.6 0.8 -0.4457
O 0.696 0.493 5.020 -1.9 -4.7 -2.2 0.0887
O 0.553 -1.323 3.492 0.8 1.2 1.4 -0.0063
H -0.389 -2.670 2.343 -0.2 -0.1 0.0 0.1259
H 0.345 -3.328 3.802 -0.3 -0.1 0.3 0.1331
H -1.665 -3.001 4.815 -1.1 0.4 0.0 0.1327
H -2.310 -1.750 3.531 -0.2 -0.9 -0.1 0.1389
C 4.709 2.883 1.289 0.8 -0.8 0.7 -0.1381
C 3.399 2.204 1.646 -0.3 0.5 0.1 -0.0968
O 2.475 3.301 1.587 -0.7 0.3 0.0 0.0213
C 3.021 4.437 1.087 0.0 -1.1 -1.1 -0.4861
O 2.342 5.357 0.693 1.8 -0.9 1.0 0.1421
O 4.394 4.213 0.977 -1.8 1.9 -0.5 0.0513
H 5.233 2.398 0.465 -0.1 0.1 0.0 0.1221
H 5.339 2.885 2.178 0.3 0.1 -0.1 0.1291
H 3.373 1.845 2.675 0.0 -0.2 -0.2 0.1360
H 3.109 1.431 0.935 -0.1 0.2 0.1 0.1061
C -1.777 1.430 -4.489 -2.3 1.8 0.6 -0.1292
C -2.546 2.750 -4.786 0.7 -0.2 0.8 -0.0756
O -1.529 3.559 -5.419 -2.1 1.3 0.8 0.0986
C -0.592 2.787 -5.830 4.6 -0.9 -4.3 -0.5676
O 0.313 3.102 -6.641 -2.8 -0.8 3.0 0.0818
O -0.746 1.510 -5.406 1.1 -0.2 -0.7 0.0776
H -2.586 0.753 -4.765 1.0 -1.2 0.4 0.1202
H -1.420 1.421 -3.460 0.0 -0.7 0.0 0.1280
H -2.876 3.270 -3.887 -0.2 0.0 -0.2 0.1286
H -3.362 2.491 -5.460 0.0 0.7 -0.2 0.1311
C 3.175 -2.444 1.484 0.4 -1.6 0.6 -0.1147
C 4.516 -2.364 2.228 -2.0 1.5 0.6 -0.0705
O 5.036 -1.145 1.658 1.9 0.1 0.0 0.0543
C 4.470 -0.870 0.472 1.0 2.9 -2.2 -0.5214
O 4.797 0.049 -0.338 -1.1 -3.8 3.5 0.0809
O 3.459 -1.698 0.321 -1.6 -0.2 -1.6 0.0848
H 2.256 -2.157 1.995 0.4 0.9 0.0 0.1096
H 3.005 -3.503 1.291 0.0 0.2 -0.9 0.1026
H 5.050 -3.308 2.119 0.8 0.6 -0.3 0.1343
H 4.338 -2.083 3.267 0.3 -0.5 0.1 0.1326
C -0.820 4.098 0.547 0.4 -0.7 -1.1 -0.1095
C -0.815 3.808 2.003 1.6 -1.6 0.8 -0.1519
O -1.813 4.598 2.524 -1.3 0.7 1.0 0.0817
C -2.097 5.569 1.659 -2.0 2.7 1.8 -0.5657
O -2.825 6.517 1.964 1.7 -2.1 -1.3 0.1019
O -1.462 5.363 0.523 -0.1 0.9 -1.2 0.0967
H -1.376 3.393 -0.071 -0.2 0.0 0.1 0.1177
H 0.194 4.162 0.153 -0.2 0.3 0.0 0.1205
H 0.155 4.118 2.392 0.0 -0.1 0.3 0.1274
H -1.025 2.792 2.336 0.3 -0.1 -0.4 0.1343
C -4.376 0.679 -1.470 2.2 0.8 1.4 -0.1360
C -5.319 1.835 -1.706 0.2 -1.4 -0.8 -0.0644
O -5.487 1.621 -3.140 -2.0 2.6 -0.6 0.0616
C -5.004 0.480 -3.606 -0.4 -2.0 -0.5 -0.6167
O -5.174 -0.077 -4.670 0.1 1.8 0.9 0.1350
O -4.319 -0.090 -2.635 0.0 -1.5 0.2 0.0776
H -4.705 0.113 -0.599 0.4 -0.3 -0.2 0.1388
H -3.342 1.017 -1.404 0.0 0.0 0.9 0.1097
H -4.992 2.848 -1.471 0.4 -0.2 -0.5 0.1317
H -6.185 1.636 -1.075 -0.8 0.2 -0.9 0.1236
```
Positions in Å, forces in eV/Å.

Computed properties:
<S²>: 2.06
E_HOMO (alpha / beta) (eV): -5.590 / -5.424
Maximum force (eV/A): 6.73
2S+1: 3
LUMO level (alpha / beta) (Eh): 0.044 / -0.040
Total charge: -1
Orbital gap (alpha / beta) (eV): 6.782 / 4.344